No. 1
The following is a DFT calculation (the ωB97M-V functional and the def2-TZVPD basis) of a 8-piece molecular cluster, C14H45BO7 overall at a distorted geometry.

Each line ends with the Mulliken spin population.
CARTESIAN COORDINATES (ANGSTROEM)
O (21.933, -11.595, 21.772)  0.005
H (21.719, -10.693, 21.520)  0.003
H (22.868, -11.715, 21.590)  -0.004
H (21.804, -11.671, 22.720)  0.002
B (23.300, -9.148, 23.791)  0.012
H (23.259, -9.876, 22.995)  -0.004
H (23.135, -8.226, 23.254)  0.000
H (22.505, -9.345, 24.493)  0.000
H (24.226, -9.051, 24.335)  0.000
C (20.757, -12.632, 25.373)  0.000
O (21.850, -12.051, 24.648)  0.016
H (20.561, -13.641, 25.011)  0.000
H (20.935, -12.798, 26.436)  0.000
H (19.893, -11.967, 25.363)  0.000
C (25.054, -12.946, 21.562)  -0.057
O (24.685, -12.343, 22.779)  0.894
H (24.196, -13.529, 21.228)  0.056
H (24.995, -12.122, 20.852)  0.068
H (26.062, -13.343, 21.442)  0.002
C (22.450, -8.266, 17.683)  0.000
C (22.487, -9.811, 17.960)  0.000
C (23.932, -10.391, 17.584)  0.003
O (22.305, -9.846, 19.338)  -0.001
H (21.553, -7.736, 18.001)  0.000
H (22.578, -8.168, 16.605)  0.000
H (23.278, -7.673, 18.072)  0.000
H (21.671, -10.335, 17.461)  0.000
H (24.188, -11.309, 18.113)  -0.001
H (24.776, -9.742, 17.817)  0.000
H (24.095, -10.668, 16.542)  0.000
H (21.528, -9.298, 19.466)  0.000
C (19.263, -7.515, 21.792)  0.000
C (19.854, -8.671, 22.532)  0.000
C (18.967, -9.936, 22.590)  0.000
O (21.025, -9.054, 21.866)  0.000
H (19.913, -6.641, 21.814)  0.000
H (18.355, -7.148, 22.270)  0.000
H (18.980, -7.684, 20.752)  0.000
H (20.228, -8.313, 23.491)  0.000
H (19.403, -10.778, 23.129)  0.000
H (18.449, -10.198, 21.668)  0.000
H (18.079, -9.726, 23.185)  0.000
H (21.764, -8.780, 22.415)  0.000
C (20.137, -17.277, 23.240)  0.000
C (20.369, -15.837, 22.828)  0.000
C (21.814, -15.567, 22.731)  0.003
O (19.795, -15.579, 21.520)  0.000
H (20.446, -17.981, 22.467)  0.000
H (19.144, -17.470, 23.645)  0.000
H (20.760, -17.528, 24.098)  0.000
H (19.925, -15.185, 23.581)  0.000
H (21.872, -14.507, 22.482)  -0.002
H (22.345, -16.067, 21.920)  -0.001
H (22.398, -15.733, 23.636)  0.000
H (18.850, -15.720, 21.620)  0.000
C (22.736, -14.308, 17.363)  0.001
C (22.090, -14.553, 18.769)  0.004
C (20.904, -13.738, 19.027)  0.001
O (21.520, -15.800, 18.655)  0.000
H (22.070, -14.547, 16.534)  0.000
H (23.687, -14.703, 17.005)  0.000
H (22.905, -13.241, 17.224)  0.000
H (22.867, -14.374, 19.512)  0.000
H (20.254, -13.715, 18.152)  0.000
H (21.222, -12.716, 19.233)  -0.001
H (20.406, -13.894, 19.984)  0.000
H (20.757, -15.816, 19.237)  0.000

Forces on the atoms, in the same order (eV/Å):
O 0.0 -1.4 -2.3
H -0.7 2.0 -0.1
H 0.8 0.0 0.5
H -0.2 -0.5 4.1
B -0.1 0.0 0.2
H 0.4 -3.3 -2.9
H -0.8 4.4 -2.1
H -3.2 -0.7 2.6
H 3.7 0.2 1.8
C 2.2 1.0 -1.3
O -1.5 -0.9 -0.2
H -0.8 -0.4 -0.3
H 0.5 0.1 0.6
H -0.8 -0.1 -0.3
C -1.0 1.6 0.7
O 0.6 -0.8 -1.0
H 0.3 -0.9 0.0
H 0.2 0.6 -0.4
H -0.1 -0.5 0.5
C 0.5 -0.6 -1.9
C 2.4 2.0 -0.2
C -0.7 -0.1 0.3
O -0.1 -1.3 1.1
H -0.3 -0.4 -0.1
H -0.4 0.4 -0.3
H 0.2 -0.7 0.5
H 0.1 -0.1 -0.4
H -0.5 -0.1 0.3
H -0.4 0.6 0.2
H -0.6 0.2 -0.3
H -0.1 0.1 0.9
C -1.0 1.2 0.0
C 0.0 -1.2 -0.3
C -1.2 1.0 1.2
O 0.4 -0.7 -1.7
H 0.4 -0.2 -0.1
H -0.3 -0.2 0.2
H 0.2 -0.5 -0.1
H -0.7 -0.3 0.5
H 0.5 0.0 -0.4
H 0.8 -0.2 -0.6
H -0.1 0.3 0.5
H 1.4 0.2 0.6
C 0.1 -0.4 0.8
C -0.5 -1.3 -0.1
C 1.3 1.4 -0.6
O 0.0 0.0 0.6
H -0.4 0.0 -0.2
H -0.4 -0.1 -0.6
H 0.3 0.2 0.1
H 0.0 0.2 -0.1
H 0.4 0.2 0.2
H -0.4 -0.5 -0.2
H -0.4 0.1 0.2
H -0.2 0.0 -0.1
C -0.3 1.6 -0.5
C 0.7 -0.1 -2.3
C -0.1 3.8 0.4
O 0.4 -3.0 0.4
H -0.5 -0.3 0.3
H 0.2 -0.7 1.1
H -0.1 0.4 0.2
H 0.1 -0.6 0.5
H -0.2 -0.2 0.2
H 0.0 0.6 -0.5
H -0.2 -1.0 -0.2
H 0.0 -0.3 0.3

## Properties
Total charge = -1
Expectation value of S² = 0.754
Spin multiplicity = 2
Kohn-Sham gap (spin up / spin down) = 0.207 / 0.169 Ha
Largest force on an atom = 0.0958 hartree/bohr

=====

No. 2
The following is a DFT calculation (the ωB97M-V functional and the def2-TZVPD basis) of a 10-piece molecular cluster, C14H46BF4O16 overall at a distorted geometry.

Each line ends with the Löwdin charge.
CARTESIAN COORDINATES (ANGSTROEM)
B (-0.597, -0.678, 0.726)  -1.275
F (-0.777, -0.109, -0.527)  0.150
F (0.682, -1.256, 0.702)  0.116
F (-0.485, 0.363, 1.678)  0.108
F (-1.504, -1.646, 1.098)  0.185
O (-2.794, -3.818, 2.001)  -0.064
H (-2.661, -3.816, 1.049)  0.022
H (-2.305, -3.052, 2.310)  0.009
O (-2.393, 0.506, 3.627)  -0.055
H (-1.756, 0.316, 2.922)  -0.011
H (-2.418, 1.465, 3.679)  0.034
C (-0.122, 2.958, -0.129)  -0.246
C (0.141, 4.465, -0.207)  -0.236
O (-0.963, 5.175, 0.307)  -0.067
O (-1.244, 2.603, -0.882)  -0.052
H (-0.276, 2.722, 0.931)  0.105
H (0.763, 2.373, -0.388)  0.104
H (0.406, 4.890, -1.181)  0.116
H (1.013, 4.740, 0.390)  0.111
H (-1.772, 4.926, -0.147)  0.077
H (-1.218, 1.668, -1.115)  0.043
C (2.072, 0.366, -2.037)  -0.270
C (3.314, 1.051, -1.444)  -0.210
O (3.862, 0.078, -0.548)  -0.086
O (1.229, 1.255, -2.697)  -0.069
H (1.422, -0.142, -1.313)  0.100
H (2.462, -0.488, -2.610)  0.107
H (2.998, 1.877, -0.805)  0.105
H (4.020, 1.284, -2.239)  0.118
H (3.319, 0.233, 0.231)  0.034
H (0.372, 0.822, -2.862)  0.034
C (-4.207, -0.116, -0.364)  -0.173
C (-4.108, 1.155, 0.521)  -0.209
O (-4.823, 2.262, -0.081)  -0.065
O (-3.274, 0.045, -1.446)  -0.121
H (-5.202, -0.123, -0.811)  0.114
H (-4.075, -1.090, 0.110)  0.114
H (-3.072, 1.267, 0.845)  0.099
H (-4.629, 1.021, 1.471)  0.112
H (-4.197, 2.763, -0.613)  0.069
H (-2.374, -0.094, -1.111)  0.038
C (2.177, 2.063, 2.674)  -0.208
C (1.445, 1.729, 3.953)  -0.244
O (2.066, 0.673, 4.668)  -0.065
O (2.228, 0.963, 1.755)  -0.073
H (3.213, 2.311, 2.904)  0.124
H (1.677, 2.948, 2.269)  0.104
H (0.423, 1.446, 3.681)  0.101
H (1.320, 2.557, 4.651)  0.121
H (1.917, -0.148, 4.177)  0.045
H (1.330, 0.623, 1.642)  0.043
C (2.035, -3.669, -2.114)  -0.242
C (0.960, -4.304, -1.220)  -0.228
O (-0.129, -3.417, -1.067)  -0.059
O (1.574, -3.472, -3.434)  -0.063
H (2.892, -4.352, -2.125)  0.112
H (2.385, -2.714, -1.713)  0.106
H (1.326, -4.611, -0.238)  0.102
H (0.601, -5.256, -1.616)  0.118
H (0.142, -2.683, -0.502)  0.041
H (2.145, -2.905, -3.955)  0.079
C (2.723, -3.490, 2.251)  -0.225
C (1.634, -3.179, 3.301)  -0.215
O (1.209, -1.837, 3.305)  -0.082
O (4.047, -3.107, 2.604)  -0.058
H (2.418, -2.942, 1.359)  0.101
H (2.638, -4.565, 2.102)  0.114
H (1.825, -3.486, 4.330)  0.125
H (0.715, -3.700, 3.005)  0.119
H (0.733, -1.666, 2.479)  0.051
H (4.060, -2.185, 2.875)  0.085
C (-2.016, 2.206, -4.380)  -0.234
C (-2.356, 0.829, -3.866)  -0.198
O (-1.245, 0.391, -3.078)  -0.099
O (-1.110, 2.094, -5.466)  -0.063
H (-1.494, 2.750, -3.588)  0.114
H (-2.895, 2.809, -4.613)  0.116
H (-2.558, 0.171, -4.712)  0.129
H (-3.210, 0.908, -3.189)  0.103
H (-1.408, -0.527, -2.831)  0.108
H (-0.266, 2.522, -5.317)  0.081

Forces on the atoms, in the same order (eV/Å):
B 0.9 0.2 0.3
F -0.5 -0.2 -0.2
F 0.6 -0.7 -0.2
F -0.6 0.0 0.1
F -0.3 0.6 -0.3
O -0.2 -0.4 0.2
H 0.1 0.1 0.0
H 0.0 0.1 -0.1
O -0.1 -0.1 0.0
H -0.1 0.1 0.2
H 0.0 0.0 0.0
C 1.0 0.2 0.5
C 0.0 -0.2 -0.2
O -0.3 0.6 0.6
O -0.6 0.5 -0.4
H -0.3 0.2 0.1
H 0.0 0.2 -0.4
H -0.2 -0.6 -0.4
H -0.2 -0.3 0.4
H 0.2 -0.3 -0.2
H 0.2 0.1 -0.1
C -0.2 -0.5 0.4
C -1.4 -1.3 0.7
O 0.5 0.3 -0.4
O 0.3 0.6 -1.0
H 0.8 0.2 0.7
H 0.0 0.2 -0.7
H 0.2 0.6 -0.6
H 0.1 0.3 0.2
H 0.1 -0.3 0.7
H 0.1 0.2 -0.1
C 0.3 1.2 -0.5
C -1.4 -1.2 0.6
O 1.3 -0.4 0.2
O -0.6 -0.6 0.7
H 0.0 0.0 -0.1
H 0.2 0.2 0.5
H 0.2 0.8 -0.6
H -0.2 -0.4 0.0
H 0.1 -0.1 -0.1
H -0.5 0.1 0.1
C 0.2 0.1 0.2
C -0.3 -1.0 0.1
O 0.0 0.2 0.1
O 0.0 0.5 0.3
H 0.0 0.0 -0.1
H 0.1 0.0 -0.4
H -0.1 -0.1 0.0
H 0.4 0.3 -0.2
H -0.1 -0.1 0.0
H 0.1 0.1 0.0
C 0.6 -0.5 0.3
C 0.0 0.6 -0.3
O -0.5 -0.2 0.0
O -0.9 -0.5 -0.3
H 0.2 0.0 0.1
H -0.1 0.0 0.4
H 0.6 0.4 0.1
H -0.2 0.3 -0.5
H 0.2 -0.2 0.0
H 0.2 0.1 0.3
C -0.7 0.8 1.1
C -1.0 -0.3 -0.8
O 0.4 1.1 0.5
O -0.1 -0.7 0.1
H 0.0 -0.2 -0.3
H 0.7 0.0 -0.2
H 0.5 0.1 -0.1
H 0.3 -0.8 -0.1
H 0.4 -0.1 0.3
H -0.2 0.1 -0.1
C 1.2 0.2 0.6
C -0.3 1.1 0.1
O -0.2 -0.6 -0.5
O -0.3 -0.1 -1.1
H -0.2 -0.1 0.3
H -0.1 -0.3 -0.4
H 0.1 -0.2 0.1
H 0.0 -0.1 -0.5
H 0.1 0.0 0.0
H -0.1 0.1 0.4

## Properties
Total charge = -1
Spin multiplicity = 1
Kohn-Sham gap = 0.359 Ha
Largest force on an atom = 0.0401 hartree/bohr

=====

No. 3
The following is a DFT calculation (the ωB97M-V functional and the def2-TZVPD basis) of a 9-piece molecular cluster, C14H46O13 overall at a distorted geometry.

Each line ends with the Löwdin charge.
CARTESIAN COORDINATES (ANGSTROEM)
C (-9.859, 5.879, -1.705)  -0.054
C (-9.323, 6.887, -0.689)  -0.491
C (-8.284, 7.816, -1.280)  -0.058
O (-10.417, 7.674, -0.200)  -0.070
H (-9.077, 5.192, -2.037)  0.077
H (-10.212, 6.417, -2.586)  0.082
H (-10.676, 5.290, -1.290)  0.074
H (-8.904, 6.363, 0.175)  0.117
H (-8.633, 8.242, -2.225)  0.082
H (-7.394, 7.251, -1.574)  0.081
H (-8.081, 8.642, -0.602)  0.074
H (-10.424, 7.589, 0.765)  0.025
C (-14.099, 6.792, -1.532)  -0.056
C (-14.931, 7.561, -0.525)  -0.481
C (-14.732, 6.990, 0.876)  -0.062
O (-14.610, 8.951, -0.508)  -0.048
H (-14.305, 7.062, -2.569)  0.078
H (-14.229, 5.718, -1.402)  0.078
H (-13.044, 7.047, -1.395)  0.066
H (-16.002, 7.512, -0.718)  0.135
H (-15.262, 7.534, 1.666)  0.076
H (-13.708, 7.075, 1.257)  0.058
H (-15.071, 5.957, 0.976)  0.082
H (-13.805, 9.082, 0.003)  0.081
O (-8.436, 9.050, 4.629)  -0.090
C (-7.424, 9.393, 3.664)  -0.212
C (-6.044, 9.530, 4.300)  -0.237
O (-5.987, 10.370, 5.436)  -0.033
H (-8.129, 9.368, 5.482)  0.086
H (-7.352, 8.633, 2.888)  0.117
H (-7.712, 10.356, 3.229)  0.132
H (-5.258, 9.646, 3.559)  0.130
H (-5.888, 8.484, 4.623)  0.122
H (-6.316, 9.886, 6.195)  0.083
O (-10.019, 4.075, 3.390)  -0.057
C (-9.118, 4.904, 4.089)  -0.220
C (-7.781, 5.143, 3.357)  -0.219
O (-6.824, 4.134, 3.643)  -0.053
H (-9.678, 3.927, 2.502)  0.114
H (-9.538, 5.917, 4.180)  0.080
H (-8.908, 4.616, 5.121)  0.131
H (-7.369, 6.097, 3.694)  0.109
H (-8.016, 5.164, 2.293)  0.116
H (-6.723, 4.047, 4.593)  0.084
O (-12.238, 6.253, 4.156)  -0.044
C (-11.594, 7.497, 4.211)  -0.242
C (-11.127, 8.041, 2.870)  -0.155
O (-9.797, 7.505, 2.596)  -0.113
H (-11.696, 5.602, 3.688)  0.071
H (-12.359, 8.195, 4.562)  0.105
H (-10.768, 7.560, 4.927)  0.116
H (-11.002, 9.123, 2.899)  0.125
H (-11.800, 7.771, 2.060)  0.103
H (-9.200, 7.980, 3.189)  0.030
O (-12.319, 2.712, 4.078)  -0.068
C (-12.362, 2.829, 5.483)  -0.276
C (-13.774, 3.071, 5.999)  -0.236
O (-14.023, 4.458, 5.900)  -0.073
H (-11.545, 3.239, 3.792)  0.036
H (-11.972, 1.886, 5.927)  0.115
H (-11.603, 3.494, 5.920)  0.122
H (-13.813, 2.655, 7.007)  0.115
H (-14.496, 2.502, 5.412)  0.117
H (-13.580, 4.820, 5.128)  0.042
O (-11.256, 10.339, 5.298)  -0.047
H (-10.383, 10.046, 4.998)  0.014
H (-11.181, 11.301, 5.347)  0.065
O (-14.219, 10.585, 4.694)  -0.084
H (-14.535, 9.657, 4.658)  -0.015
H (-13.286, 10.497, 4.914)  -0.023
O (-15.245, 8.000, 4.774)  -0.043
H (-15.051, 7.058, 4.867)  0.050
H (-16.207, 8.062, 4.823)  0.065

Forces on the atoms, in the same order (eV/Å):
C 0.3 0.2 0.0
C -0.5 0.0 0.1
C 0.0 -0.2 -0.7
O -0.2 -0.1 0.1
H 0.1 0.0 0.0
H -0.1 0.0 0.0
H 0.0 0.1 0.0
H 0.2 -0.1 -0.1
H -0.3 0.1 0.2
H 0.2 0.1 0.4
H 0.3 -0.1 0.1
H 0.3 0.1 -0.4
C 0.3 0.2 -0.3
C 0.3 0.0 1.1
C -0.2 0.1 1.0
O -0.2 0.1 -0.4
H -0.3 0.0 0.1
H 0.0 0.0 -0.1
H 0.0 -0.2 0.3
H 0.0 0.0 -0.4
H -0.4 0.2 -0.4
H 0.3 -0.3 -0.6
H 0.2 -0.1 -0.2
H 0.1 -0.1 -0.1
O 0.3 -0.3 -0.4
C 0.3 1.8 0.0
C -0.7 -2.7 0.7
O 0.0 0.5 -0.7
H -0.1 0.1 0.2
H -0.2 -0.1 0.0
H -0.1 -0.2 -0.2
H 0.0 1.0 0.1
H 0.4 0.2 0.2
H 0.3 -0.1 0.1
O 0.1 -0.2 0.2
C 0.9 2.1 -0.1
C -0.6 -0.7 1.3
O 0.0 -0.2 -0.8
H 0.0 -0.1 0.0
H -0.2 -0.5 0.0
H -0.3 -0.8 -0.1
H -0.2 0.3 -0.3
H 0.5 0.1 -0.1
H -0.1 0.1 0.1
O 0.1 -0.7 -0.2
C -1.0 1.4 -0.3
C 1.3 -0.3 0.8
O -0.5 0.0 -0.6
H 0.1 0.1 0.0
H 0.1 -0.1 0.2
H 0.0 -0.3 0.0
H -0.5 0.1 0.1
H 0.0 -0.1 0.0
H -0.3 -0.2 -0.1
O 0.4 1.1 -0.1
C 0.6 -2.2 1.0
C 1.3 0.2 -0.9
O -1.0 0.3 0.9
H -0.4 -0.5 0.0
H -0.5 -0.1 -0.3
H -0.5 0.8 -0.4
H -0.2 0.8 0.3
H 0.1 -0.1 -0.2
H 0.2 -0.1 -0.1
O 0.3 0.3 0.0
H -0.1 0.0 0.0
H 0.0 -0.1 0.0
O -0.1 -0.4 -0.1
H 0.2 0.6 0.1
H 0.0 0.0 0.0
O -0.3 -0.4 0.0
H 0.1 0.1 0.0
H 0.1 0.0 0.0

## Properties
SMILES string = CC(C)O.CC(C)O.OCCO.OCCO.OCCO.OCCO.O.O.O
Spin multiplicity = 1
Kohn-Sham gap = 0.340 Ha
Largest force on an atom = 0.0554 hartree/bohr